17
Properties=species:S:1:pos:R:3:forces:R:3 method="wB97M-V/def2-TZVPD" total_charge=0 de_lowest_ev=2.572 multiplicity=1 homo_lumo_gap_ev=9.791 homo_ev=-9.806
C -1.229087 0.420579 -0.038279 -1.42 -0.47 -1.13
C 0.209557 0.110897 0.076211 2.17 1.64 -1.50
C 1.128132 1.142130 0.086545 -1.51 1.02 1.70
C 2.486424 0.954127 0.139708 -0.78 2.62 -0.91
C 2.258351 -1.218359 -0.118042 0.49 -0.11 0.28
C 0.887191 -1.070395 -0.112210 -1.62 -2.39 0.41
H -3.684059 -0.451200 0.946839 -0.60 -0.02 1.99
H -2.064013 -1.393893 -0.743874 1.56 0.81 1.36
H -2.720231 1.570513 -0.250358 -0.94 -0.35 -0.38
H 0.732391 2.106090 0.321300 -0.01 0.79 -0.39
H 3.039317 1.879089 0.127233 0.69 0.01 0.36
H 2.750068 -2.201414 -0.134363 -0.50 0.41 -0.26
H 0.257438 -1.942487 -0.150003 0.20 -0.64 -0.16
N -2.002297 -0.797678 0.133472 -1.33 -0.65 -1.35
N -1.726565 1.562859 -0.336279 2.25 -0.87 1.35
N 3.079254 -0.169933 -0.011862 1.10 -2.30 0.02
O -3.401872 -0.500926 0.063954 0.23 0.50 -1.38

***

27
Properties=species:S:1:pos:R:3:forces:R:3 method="wB97M-V/def2-TZVPD" total_charge=+1 multiplicity=5 homo_lumo_gap_ev="7.669 / 6.305" homo_ev="-12.459 / -12.607"
Ru 1.508852 -0.711396 0.035644 -1.20 -2.18 -0.01
O 3.517752 -0.723596 0.035644 -1.43 1.22 0.04
N 4.036052 0.560704 0.033144 -1.54 0.80 -0.03
C 5.406552 0.605404 0.030844 -0.44 -0.43 0.00
C 6.044252 1.783204 0.028344 -0.23 1.89 0.00
C 5.283652 3.008504 0.027844 1.57 -1.00 0.00
C 3.942352 2.986404 0.030044 -2.13 -2.40 0.01
C 3.189852 1.677004 0.032944 4.24 1.62 -0.02
S 1.496652 1.680804 0.035644 0.27 -1.20 0.01
H 5.939052 -0.340196 0.031244 -0.48 -0.02 0.00
H 7.124952 1.828504 0.026544 -0.09 -0.12 0.00
H 5.824452 3.946204 0.025744 -0.09 0.01 0.00
H 3.360252 3.898004 0.029744 -0.12 -0.14 0.00
C -5.334948 -3.134696 -0.396956 -0.21 -0.15 -0.01
C -4.643848 -1.834796 -0.131356 0.27 -0.89 -0.12
C -5.358248 -0.682896 0.128044 0.36 0.34 0.07
C -4.610148 0.449204 0.355344 0.46 0.60 0.03
N -3.269248 0.474704 0.334744 0.77 -0.76 -0.06
C -2.668248 -0.694896 0.073244 -4.05 -0.17 0.09
S -0.960548 -0.711396 0.035644 2.82 -0.16 -0.08
N -3.297848 -1.857396 -0.162656 0.75 0.97 0.08
H -6.423648 -3.034496 -0.342156 0.23 0.06 0.00
H -5.024348 -3.879896 0.342144 0.04 0.07 -0.19
H -5.075948 -3.496996 -1.396656 0.06 -0.02 0.19
H -6.436948 -0.659596 0.153544 0.01 -0.06 -0.01
H -5.079548 1.402704 0.568044 -0.01 -0.02 -0.01
H 1.508852 -2.539096 0.035644 0.15 2.14 0.02

***

49
Properties=species:S:1:pos:R:3:forces:R:3 method="wB97M-V/def2-TZVPD" total_charge=0 de_lowest_ev=0.000 multiplicity=1 homo_lumo_gap_ev=8.944 homo_ev=-8.387
O -1.142828 2.364400 -2.378054 -0.02 0.50 -0.03
O -0.156739 0.353040 1.579769 -0.32 0.30 0.25
Br -2.608267 8.019096 1.593444 0.14 -0.68 0.02
N -0.874345 -5.248967 1.594525 0.95 0.26 -0.26
S 2.846116 -2.377215 -3.410090 0.28 0.74 0.34
C -1.158582 1.725894 -1.349398 -0.41 -0.54 0.42
C 0.542210 -0.228142 0.772526 0.02 -1.28 0.31
C -2.109744 -4.834525 1.789272 0.60 1.69 0.50
C 0.137726 -4.376013 1.790084 -1.35 0.26 0.43
C -2.413342 -3.543115 2.257571 0.68 -0.40 -0.25
C -2.420815 5.836750 -0.243018 0.04 -0.01 0.24
C -1.876758 5.222400 2.012779 -0.45 -0.55 0.01
C -2.142537 4.526397 -0.659253 -0.25 1.46 -0.81
C -1.685551 3.889874 1.608919 0.56 0.91 -0.22
C -1.379030 -2.633423 2.431179 0.11 -0.85 -0.07
C -2.279246 6.189097 1.091921 0.06 -0.24 -0.19
C -1.771648 3.562127 0.253200 0.15 -0.61 0.08
C -0.056820 -3.045626 2.199678 -0.04 -0.86 -0.49
N -1.464074 2.225401 -0.094813 -0.05 -0.25 -0.47
N 1.328401 -1.312793 1.106232 -0.55 0.47 -0.07
C 4.383543 -1.566862 -4.008537 -0.08 0.68 0.79
C 1.116723 -2.106986 2.345346 -0.82 0.85 -0.39
C 2.112451 -0.932546 -2.510030 0.21 0.35 -0.09
C 2.040046 -1.812708 -0.054663 0.43 -1.00 -0.43
C -0.798566 0.228758 -1.409339 0.93 0.75 1.08
C 1.253950 -1.286947 -1.255733 1.12 0.84 -0.89
C 0.591194 -0.005974 -0.742281 -0.14 0.28 -0.11
H -2.884001 -5.500252 1.537463 -0.88 -0.91 -0.07
H 1.120595 -4.786263 1.644273 0.39 0.01 -0.06
H -3.427211 -3.278029 2.492547 -0.28 0.13 -0.10
H -2.741329 6.603097 -0.954826 0.21 -0.43 0.13
H -1.786356 5.480796 3.055691 0.13 0.05 0.11
H -2.165090 4.386266 -1.735401 -0.05 -0.54 0.33
H -1.279885 3.125639 2.274578 -0.36 0.33 0.13
H -1.607682 -1.639711 2.756332 0.10 0.48 0.16
H -1.358654 1.587859 0.699023 0.23 0.13 -0.46
H 5.077236 -1.274534 -3.190007 -0.58 -0.37 -0.26
H 4.915390 -2.246723 -4.654691 -0.03 -0.26 -0.26
H 4.145821 -0.643550 -4.549172 -0.06 -0.33 -0.08
H 2.022946 -2.630125 2.586848 0.44 -0.27 -0.01
H 0.872462 -1.446371 3.182863 0.32 0.25 -0.31
H 1.499620 -0.320202 -3.211877 0.30 -0.56 0.37
H 2.973538 -0.269831 -2.235541 -0.69 -0.59 0.10
H 2.058059 -2.913354 -0.123583 0.01 0.33 0.42
H 3.087745 -1.474778 -0.062561 -0.21 0.01 0.00
H -0.732882 -0.058181 -2.454245 -0.07 0.13 -0.07
H -1.512709 -0.400853 -0.904179 -0.50 -0.18 0.16
H 0.492017 -2.021051 -1.520729 -0.12 0.03 -0.03
H 1.216901 0.888757 -0.944040 -0.09 -0.48 0.09

***

14
Properties=species:S:1:pos:R:3:forces:R:3 method="wB97M-V/def2-TZVPD" total_charge=0 de_lowest_ev=4.392 multiplicity=1 homo_lumo_gap_ev=8.834 homo_ev=-8.101
C 1.028582 0.433720 -2.226046 1.53 1.73 -1.32
C 0.375677 -0.440725 -1.720785 -0.45 -1.02 0.03
C 0.838907 1.010054 0.955734 -2.43 -0.18 0.03
O -1.529215 0.537183 2.071878 0.15 -0.47 0.92
Si -0.752307 -1.707813 -0.909098 -0.55 3.41 -0.46
S -0.947765 1.101212 0.638693 0.69 0.57 -0.25
H -0.870614 0.732063 2.761465 -0.53 0.06 -0.16
H 1.664565 1.242095 -2.715568 -1.36 -1.69 1.04
H 1.223791 0.051258 0.914990 0.35 -2.45 0.29
H 0.968081 1.396430 1.934838 0.88 1.19 0.48
H 1.218216 1.384296 0.057567 1.09 1.82 -0.69
H -0.395568 -1.860690 0.410166 1.12 -0.49 2.17
H -1.985354 -0.928887 -0.677942 -0.39 -0.63 -0.74
H -0.836995 -2.950196 -1.495893 -0.07 -1.85 -1.34

***

62
Properties=species:S:1:pos:R:3:forces:R:3 method="wB97M-V/def2-TZVPD" total_charge=0 de_lowest_ev=0.915 multiplicity=1 homo_lumo_gap_ev=10.580 homo_ev=-10.422
C -0.460835 -0.607254 0.707913 0.00 0.49 -1.05
N 0.830220 -0.827250 -0.011652 -0.25 -0.20 1.06
O 1.582544 0.111558 -0.132965 0.24 0.61 -0.17
O 1.105634 -1.959817 -0.318955 0.12 -0.70 -0.49
H -0.860234 0.326501 0.315044 0.04 0.12 0.32
H -0.213558 -0.534318 1.760751 -0.22 -0.13 0.01
H -1.120989 -1.416530 0.430047 0.06 -0.18 0.41
C -4.700089 3.194209 -1.216857 0.60 -0.58 0.38
C -4.713571 2.022062 -2.201185 -1.06 -0.05 -0.50
O -3.382677 1.769118 -2.617436 1.10 0.85 0.40
S -2.355680 2.923941 -2.055398 -0.36 -1.51 0.72
O -1.651106 3.484589 -3.147678 -0.10 0.07 0.18
O -1.646969 2.386159 -0.919739 -0.63 0.45 -1.10
O -3.497897 3.899466 -1.564803 0.20 0.57 -0.19
H -4.622932 2.871073 -0.178332 -0.04 0.02 0.00
H -5.528638 3.880799 -1.345348 -0.01 0.00 -0.06
H -5.320483 2.316039 -3.063127 0.28 -0.10 -0.16
H -5.125983 1.084948 -1.829543 0.03 0.18 0.36
C -3.605759 -4.443000 -0.887509 0.88 -0.23 0.32
C -2.282603 -4.833804 -0.187633 -0.54 -0.96 -0.56
O -2.339851 -4.331125 1.145279 -0.73 1.09 0.38
S -3.589820 -3.295045 1.356150 -0.37 0.08 -0.32
O -3.174122 -1.960325 1.675857 0.01 -1.27 -0.14
O -4.610047 -3.923969 2.154289 1.19 0.36 -0.94
O -3.985470 -3.260539 -0.216186 -0.41 0.58 0.86
H -4.376921 -5.207921 -0.802796 -0.01 0.04 -0.03
H -3.388806 -4.178449 -1.918805 -0.31 -0.07 -0.06
H -1.428246 -4.471682 -0.755464 0.16 0.38 0.42
H -2.214121 -5.918255 -0.115643 0.12 0.01 0.04
C 4.945904 -1.960643 -0.030148 0.78 0.49 0.74
C 4.975054 -0.484034 -0.562441 -0.19 -0.52 0.56
O 5.409941 -0.592695 -1.903093 0.23 -0.63 -1.71
S 5.172255 -2.095528 -2.469500 -0.02 0.47 1.67
O 6.120746 -2.421425 -3.475609 -0.39 0.31 0.62
O 3.772288 -2.338653 -2.639023 0.43 0.29 -0.34
O 5.588206 -2.738278 -1.042011 -0.28 -0.38 -1.07
H 3.983562 -2.364411 0.276315 -0.22 0.13 -0.51
H 5.627063 -2.048804 0.815784 -0.16 0.05 0.09
H 5.725900 0.085249 -0.015983 0.03 0.03 -0.18
H 4.030896 0.053216 -0.533113 -0.16 -0.28 0.11
C 1.298852 1.826827 -2.870042 0.36 -0.32 0.49
C 2.295349 0.692278 -3.133874 -1.45 -0.27 -1.23
O 3.545460 1.286516 -2.877466 0.98 0.89 0.23
S 3.569801 2.795076 -3.441105 -0.21 1.12 -0.24
O 3.961828 2.796558 -4.824450 -0.61 -0.27 1.04
O 4.242584 3.715722 -2.561722 -0.59 -1.45 -0.45
O 1.964987 3.036103 -3.289984 1.01 -0.38 -0.07
H 1.149575 1.792860 -1.790106 -0.19 0.75 0.01
H 0.347555 1.811639 -3.389076 0.05 -0.32 -0.14
H 2.224342 0.328418 -4.164777 0.32 0.18 -0.04
H 2.132231 -0.169623 -2.493844 0.30 0.17 0.27
C -0.939986 2.385553 6.448909 0.30 0.14 -0.87
C 0.271270 1.461863 6.538733 0.22 -1.10 -0.12
O 0.394331 0.768658 5.275814 0.01 0.60 -0.98
S -0.753835 1.148296 4.219095 -0.66 -0.80 1.26
O -1.363876 -0.091955 3.818405 0.47 1.37 0.18
O -0.353419 2.107294 3.243925 0.16 -0.40 0.43
O -1.670506 1.872036 5.336578 -0.68 -0.61 -0.84
H -0.723404 3.424210 6.194368 0.24 -0.01 0.46
H -1.568782 2.280585 7.327896 -0.03 0.23 -0.04
H 0.052881 0.642703 7.225046 0.21 0.28 0.32
H 1.249958 1.893211 6.728219 -0.23 0.34 0.24

***

33
Properties=species:S:1:pos:R:3:forces:R:3 method="wB97M-V/def2-TZVPD" total_charge=+2 multiplicity=6 homo_lumo_gap_ev="5.749 / 7.088" homo_ev="-14.980 / -15.010"
C 1.145365 -1.175203 -0.390663 -0.94 -0.40 0.54
I 1.024338 1.980923 -0.108144 0.16 0.72 0.93
H 0.081585 -0.886319 -0.645759 1.25 -0.22 0.03
H 1.141863 -1.854284 0.494010 0.39 0.36 -0.63
H 1.533965 -1.705954 -1.271584 -0.09 0.00 0.31
Sm -1.638915 0.320936 0.854055 -0.59 0.43 -2.38
P -0.456516 0.513823 -2.544666 -0.69 0.03 -0.78
C 1.165960 0.938644 -3.291219 0.43 0.21 0.31
C -0.866535 -0.856751 -3.667220 -0.33 -0.19 0.28
H -2.495211 1.759808 -2.743893 0.08 0.16 -0.27
H -1.550866 1.791684 -4.268302 -0.04 0.23 0.21
H -1.083012 2.846582 -2.884786 -0.11 -0.15 -0.11
C -1.493356 1.873139 -3.176838 -0.19 -0.09 0.18
H -1.781802 -1.336523 -3.311628 0.06 -0.09 -0.27
H -1.014665 -0.460080 -4.674340 0.03 -0.19 0.04
H 1.045332 1.059380 -4.377823 -0.05 -0.10 0.31
H 1.897348 0.138955 -3.109446 -0.13 0.16 -0.11
H -0.050572 -1.587217 -3.673001 -0.19 0.05 -0.04
H 1.573916 1.870645 -2.879015 -0.10 -0.25 -0.31
C 2.031516 -0.000735 -0.088265 2.75 -0.91 1.21
O 3.178002 -0.048045 0.261236 -2.91 0.46 -1.05
Cl -3.792252 -0.604418 -0.007186 0.82 0.18 0.43
C 0.262336 -0.641534 5.274552 0.16 0.19 0.10
C 0.890179 0.436579 4.642667 0.06 -0.05 0.01
C 0.606234 0.686870 3.316578 -0.83 -0.62 -0.27
N -0.320157 -0.059890 2.645559 0.54 -0.77 1.06
C -0.905455 -1.154684 3.236405 1.05 1.17 0.43
C -0.613251 -1.460475 4.563195 -0.59 -0.55 -0.42
H 0.469233 -0.845027 6.328868 -0.09 0.02 -0.39
H 1.595114 1.087660 5.156454 -0.15 -0.27 -0.01
H 1.075046 1.465491 2.722776 -0.06 0.03 0.34
H -1.567148 -1.760213 2.594390 0.04 0.07 0.45
H -1.087612 -2.333769 5.023022 0.26 0.39 -0.12